a:
A cluster of 3 separate species, C3H12N4O in total. Source: the Open Molecules 2025 dataset; level of theory: ωB97M-V with the def2-TZVPD basis set.

Output
**Gap between HOMO and LUMO (spin up / spin down)**: 0.2489 / 0.2488 hartree

Last column: natural (NBO) charge in e.
Cartesian coordinates (Å):
C 1.071 -1.123 1.064  0.537
C -1.002 0.238 1.322  -1.019
N 2.084 -0.396 1.625  -0.819
O 1.128 -1.474 -0.145  -0.746
H 0.019 -0.795 -0.749  0.451
H 0.450 -1.652 1.786  0.152
H 1.912 0.022 2.526  0.391
H 2.638 0.156 0.987  0.386
H -1.699 -0.595 1.413  0.176
H -0.585 0.513 2.293  0.163
H -1.492 1.095 0.860  0.172
C 0.531 1.570 -1.284  -0.486
N -1.935 -0.939 -1.473  -0.592
N -0.791 -0.230 -1.219  -0.004
N -0.667 0.903 -1.752  -0.186
H -1.739 -1.930 -1.517  0.382
H -2.412 -0.568 -2.287  0.382
H 1.438 0.997 -1.511  0.208
H 0.586 2.549 -1.752  0.213
H 0.466 1.660 -0.187  0.239

***

b:
A cluster of 2 separate species, C3H12N4O in total. Source: the Open Molecules 2025 dataset; level of theory: ωB97M-V with the def2-TZVPD basis set.

Output
**Gap between HOMO and LUMO (spin up / spin down)**: 0.3235 / 0.3235 hartree

Last column: natural (NBO) charge in e.
Cartesian coordinates (Å):
C 2.112 0.227 1.871  -0.413
C -0.330 -1.906 -1.524  -0.434
C -2.236 1.383 -0.220  -0.419
N 1.896 0.008 0.492  -0.419
N 0.598 -0.926 -1.034  -0.425
N -0.780 1.078 -0.076  -0.357
N 0.886 -0.951 0.223  0.150
O -0.644 0.206 0.994  -0.580
H 1.877 -0.843 2.341  0.224
H 3.092 0.406 1.962  0.195
H 1.401 0.983 2.221  0.206
H -0.312 -2.967 -1.080  0.224
H -1.398 -1.701 -1.490  0.200
H -0.142 -1.944 -2.623  0.204
H -2.635 0.440 -0.130  0.211
H -2.579 2.092 0.525  0.189
H -2.448 1.747 -1.266  0.183
H 1.805 0.726 -0.167  0.352
H 0.165 0.050 -1.294  0.375
H -0.327 1.893 0.276  0.334

***

Quick one: least stable of them? b

***

a:
The molecule C20H30N4O4. Source: the Open Molecules 2025 dataset; level of theory: ωB97M-V with the def2-TZVPD basis set.

Output
**Gap between HOMO and LUMO**: 0.2976 hartree
**SMILES**: COc1ccc(N)c(C(=O)NCCC2(O)CN(C(=O)C3(N(C)C)CCC3)C2)c1

Last column: natural (NBO) charge in e.
Cartesian coordinates (Å):
C -4.217 -2.567 6.456  -0.251
O -3.881 -2.189 5.137  -0.497
C -3.118 -3.066 4.415  0.257
C -2.642 -4.283 4.889  -0.255
C -1.895 -5.102 4.058  -0.250
C -1.595 -4.751 2.742  0.181
N -0.809 -5.578 1.959  -0.811
C -2.058 -3.506 2.279  -0.124
C -1.751 -3.071 0.882  0.656
O -1.623 -3.864 -0.045  -0.653
N -1.670 -1.734 0.675  -0.605
C -1.423 -1.190 -0.650  -0.222
C 0.052 -1.245 -1.039  -0.437
C 0.339 -0.502 -2.327  0.306
O -0.476 -1.053 -3.334  -0.712
C 0.310 1.047 -2.189  -0.236
N 1.769 1.021 -2.261  -0.446
C 2.762 1.934 -2.270  0.693
O 3.917 1.600 -2.482  -0.625
C 2.347 3.368 -1.898  0.055
N 1.320 3.794 -2.843  -0.449
C 1.867 3.876 -4.191  -0.415
C 0.638 5.029 -2.498  -0.410
C 2.058 3.417 -0.375  -0.405
C 3.539 3.805 -0.163  -0.399
C 3.605 4.235 -1.643  -0.432
C 1.854 -0.382 -2.643  -0.231
C -2.817 -2.694 3.115  -0.238
H -4.825 -1.762 6.858  0.200
H -4.793 -3.496 6.469  0.174
H -3.324 -2.689 7.076  0.173
H -2.851 -4.612 5.897  0.219
H -1.531 -6.049 4.439  0.208
H -0.932 -5.449 0.964  0.420
H -0.768 -6.538 2.257  0.374
H -1.677 -1.117 1.467  0.400
H -2.011 -1.758 -1.368  0.236
H -1.783 -0.159 -0.659  0.193
H 0.660 -0.799 -0.246  0.206
H 0.355 -2.288 -1.147  0.236
H -0.268 -0.634 -4.175  0.470
H -0.154 1.551 -3.039  0.205
H -0.105 1.459 -1.267  0.196
H 1.067 4.118 -4.891  0.200
H 2.649 4.644 -4.284  0.175
H 2.304 2.920 -4.485  0.206
H -0.097 5.247 -3.273  0.204
H 0.100 4.928 -1.557  0.200
H 1.311 5.897 -2.425  0.167
H 1.399 4.243 -0.116  0.208
H 1.692 2.503 0.093  0.207
H 3.747 4.561 0.591  0.205
H 4.163 2.932 0.023  0.216
H 4.494 3.974 -2.211  0.236
H 3.375 5.295 -1.761  0.201
H 2.535 -0.980 -2.036  0.211
H 2.095 -0.530 -3.700  0.192
H -3.231 -1.761 2.753  0.219

***

b:
The molecule C20H30N4O4. Source: the Open Molecules 2025 dataset; level of theory: ωB97M-V with the def2-TZVPD basis set.

Output
**Gap between HOMO and LUMO**: 0.2954 hartree
**SMILES**: COc1ccc(N)c(C(=O)NCCC2(O)CN(C(=O)C3(N(C)C)CCC3)C2)c1

Last column: natural (NBO) charge in e.
Cartesian coordinates (Å):
C -1.256 7.047 -1.984  -0.251
O -0.945 5.688 -1.774  -0.498
C -0.747 4.919 -2.890  0.253
C -0.835 5.379 -4.198  -0.266
C -0.596 4.513 -5.250  -0.238
C -0.262 3.171 -5.049  0.183
N -0.042 2.337 -6.126  -0.812
C -0.203 2.707 -3.722  -0.138
C 0.127 1.277 -3.447  0.668
O 0.812 0.595 -4.201  -0.652
N -0.388 0.752 -2.307  -0.608
C -0.151 -0.626 -1.927  -0.222
C -1.200 -1.077 -0.926  -0.410
C -0.962 -2.480 -0.416  0.256
O -0.973 -3.341 -1.528  -0.705
C 0.243 -2.588 0.563  -0.225
N -0.732 -2.682 1.647  -0.451
C -0.644 -2.780 2.994  0.699
O -1.545 -3.255 3.662  -0.615
C 0.676 -2.273 3.596  0.044
N 1.710 -3.234 3.237  -0.448
C 1.452 -4.544 3.818  -0.414
C 3.070 -2.809 3.502  -0.408
C 0.873 -0.774 3.245  -0.405
C 0.142 -0.423 4.561  -0.402
C 0.452 -1.845 5.071  -0.423
C -1.886 -2.853 0.777  -0.220
C -0.434 3.590 -2.671  -0.226
H -1.375 7.489 -0.998  0.199
H -0.453 7.567 -2.513  0.174
H -2.190 7.165 -2.542  0.173
H -1.080 6.409 -4.413  0.220
H -0.667 4.885 -6.266  0.206
H 0.449 1.482 -5.909  0.423
H 0.193 2.784 -6.993  0.377
H -1.034 1.302 -1.769  0.398
H -0.173 -1.255 -2.815  0.234
H 0.854 -0.734 -1.504  0.189
H -1.222 -0.401 -0.063  0.203
H -2.190 -1.038 -1.391  0.221
H -0.846 -4.247 -1.226  0.473
H 0.838 -3.498 0.455  0.205
H 0.906 -1.724 0.608  0.201
H 2.223 -5.239 3.484  0.199
H 1.456 -4.529 4.919  0.173
H 0.486 -4.928 3.495  0.212
H 3.747 -3.606 3.196  0.205
H 3.326 -1.927 2.918  0.199
H 3.266 -2.593 4.564  0.167
H 1.915 -0.464 3.286  0.211
H 0.439 -0.415 2.313  0.204
H 0.551 0.405 5.136  0.207
H -0.926 -0.266 4.414  0.209
H -0.319 -2.376 5.623  0.234
H 1.383 -1.866 5.638  0.202
H -2.704 -2.162 0.987  0.204
H -2.265 -3.879 0.748  0.197
H -0.343 3.266 -1.642  0.215

***

Quick one: least stable of them? b